DFT (the ωB97M-V functional and the def2-TZVPD basis) results for one molecule with the formula C5H9N.

```
15
C5H9N, DFT the ωB97M-V functional and the def2-TZVPD basis
C -0.31462 0.34037 1.47864
C -0.63336 -1.05508 0.90739
C 0.74660 0.76688 0.52571
N 0.44145 0.34227 -0.70423
C 0.69521 0.96527 -1.84870
C -0.35171 -0.91392 -0.60954
H -1.20499 0.99381 1.41879
H 0.00990 0.33407 2.52349
H 0.06455 -1.76576 1.36151
H -1.65244 -1.40251 1.10235
H 1.51886 1.50959 0.65188
H 1.01020 1.99771 -1.76931
H 0.64898 0.44464 -2.79402
H 0.25704 -1.73935 -0.99333
H -1.23568 -0.81798 -1.25064
```

Properties
Charge: 0
LUMO energy: 1.044 eV
Multiplicity: 1
ΔE to the lowest compared entry with this formula, charge and spin: 2.352 eV
HOMO: -0.2371 hartree
Frontier orbital gap: 7.496 eV